# 1
Density functional theory data (ωB97M-V with the def2-TZVPD basis set) for the molecule C6H12N2.

Output
SMILES: C/C=N\N=C/C(C)C
Net charge: 0
E in Eh: -345.0879
ΔE to the lowest compared entry with this formula, charge and spin in eV: 6.528
2S+1: 1

Bonds (Å) are listed after each position.
Atoms and positions in Å:
1 C 1.5126 -2.5953 0.0882  C2 1.555, H9 0.991, H10 1.027, H11 1.201
2 C 1.2344 -1.4419 1.0927  C1 1.555, N3 1.382, H12 1.134
3 N -0.0955 -1.1049 1.2606  C2 1.382, N4 1.383
4 N -1.0987 -1.5507 0.4187  N3 1.383, C5 1.328
5 C -1.4169 -0.4177 -0.1970  N4 1.328, C6 1.639, H13 0.999
6 C -0.6906 1.0341 0.0287  C5 1.639, C7 1.594, C8 1.340, H14 1.186
7 C -1.5309 2.3889 0.0267  C6 1.594, H15 1.178, H16 1.070, H17 1.241
8 C 0.2427 1.1336 -0.9280  C6 1.340, H18 1.213, H19 1.196, H20 1.055
9 H 2.1626 -3.2658 0.4211  C1 0.991
10 H 0.6382 -3.0744 -0.1581  C1 1.027
11 H 2.0955 -2.3193 -0.9246  C1 1.201
12 H 2.0001 -1.0597 1.8375  C2 1.134
13 H -2.1947 -0.5379 -0.8128  C5 0.999
14 H 0.1047 0.8395 0.8869  C6 1.186
15 H -1.7892 2.8119 -1.0416  C7 1.178
16 H -2.1205 2.2478 0.9080  C7 1.070
17 H -0.7429 3.2388 0.4697  C7 1.241
18 H 1.2812 0.6841 -0.4908  C8 1.213
19 H 0.3950 2.3149 -1.0366  C8 1.196
20 H 0.0129 0.6741 -1.8492  C8 1.055



# 2
Density functional theory data (ωB97M-V with the def2-TZVPD basis set) for a cluster of 12 separate species, C20H64O20 in total.

Output
SMILES: OCCO.OCCO.OCCO.OCCO.OCCO.OCCO.OCCO.OCCO.CO.CO.CO.CO
Net charge: 0
E in Eh: -2304.9865
ΔE to the lowest compared entry with this formula, charge and spin in eV: 1.446
2S+1: 1

Bonds (Å) are listed after each position.
Atoms and positions in Å:
1 O 3.3979 -1.3202 -4.6776  C2 1.442, H5 0.969
2 C 2.0954 -0.7905 -4.9989  O1 1.442, C3 1.512, H6 1.091, H7 1.103
3 C 0.9876 -1.3485 -4.1352  C2 1.512, O4 1.438, H8 1.094, H9 1.089
4 O 0.8008 -0.6512 -2.8916  C3 1.438, H10 0.979
5 H 4.0025 -0.5880 -4.4871  O1 0.969
6 H 2.0921 0.2987 -5.0684  C2 1.091
7 H 1.8976 -1.1481 -6.0239  C2 1.103
8 H 1.2902 -2.3770 -3.9170  C3 1.094
9 H 0.0298 -1.2631 -4.6454  C3 1.089
10 H 1.1572 -1.1768 -2.1466  O4 0.979
11 O -1.4165 1.0815 -0.4544  C12 1.419, H15 0.977
12 C -0.0893 1.4841 -0.1536  O11 1.419, C13 1.511, H16 1.096, H17 1.092
13 C 0.5669 0.8396 1.0453  C12 1.511, O14 1.432, H18 1.093, H19 1.098
14 O -0.0587 1.0932 2.3084  C13 1.432, H20 0.961
15 H -1.4439 0.1716 -0.8104  O11 0.977
16 H 0.5188 1.2536 -1.0361  C12 1.096
17 H -0.1229 2.5683 -0.0282  C12 1.092
18 H 1.5946 1.2099 1.0835  C13 1.093
19 H 0.6168 -0.2483 0.9038  C13 1.098
20 H -0.8256 0.5181 2.3759  O14 0.961
21 O 2.2951 0.2023 5.7265  C22 1.404, H25 0.959
22 C 0.9722 -0.2671 5.7580  O21 1.404, C23 1.515, H26 1.089, H27 1.100
23 C 0.2731 0.2451 7.0012  C22 1.515, O24 1.435, H28 1.096, H29 1.092
24 O 0.4889 1.6574 7.1407  C23 1.435, H30 0.967
25 H 2.9270 -0.4503 6.0325  O21 0.959
26 H 0.5005 0.0786 4.8389  C22 1.089
27 H 0.9558 -1.3665 5.7757  C22 1.100
28 H 0.6909 -0.2306 7.8957  C23 1.096
29 H -0.8099 0.1161 6.9552  C23 1.092
30 H 1.1701 1.9429 6.5160  O24 0.967
31 O -1.6537 -1.3774 -1.7188  C32 1.435, H35 0.973
32 C -1.7298 -2.8042 -1.8509  O31 1.435, C33 1.508, H36 1.100, H37 1.086
33 C -2.5063 -3.1498 -3.0969  C32 1.508, O34 1.419, H38 1.099, H39 1.105
34 O -2.6615 -4.5480 -3.2847  C33 1.419, H40 0.958
35 H -1.2241 -1.0785 -2.5388  O31 0.973
36 H -0.6858 -3.1469 -1.9010  C32 1.100
37 H -2.1956 -3.2092 -0.9569  C32 1.086
38 H -2.2192 -2.6466 -4.0304  C33 1.099
39 H -3.5067 -2.7059 -2.9435  C33 1.105
40 H -3.5841 -4.7409 -3.4548  O34 0.958
41 O 1.9096 -2.1600 -0.7876  C42 1.400, H45 0.967
42 C 3.0310 -2.9684 -0.5661  O41 1.400, C43 1.513, H46 1.097, H47 1.100
43 C 4.1205 -2.8609 -1.6101  C42 1.513, O44 1.437, H48 1.094, H49 1.094
44 O 3.6561 -3.3811 -2.8667  C43 1.437, H50 0.974
45 H 1.2144 -2.5934 -0.2735  O41 0.967
46 H 3.4568 -2.8704 0.4403  C42 1.097
47 H 2.7689 -4.0321 -0.6642  C42 1.100
48 H 4.9128 -3.5345 -1.2719  C43 1.094
49 H 4.5393 -1.8604 -1.7547  C43 1.094
50 H 3.4935 -2.6117 -3.4419  O44 0.974
51 O 0.5128 -2.8117 1.9930  C52 1.428, H55 0.964
52 C -0.6751 -3.6037 1.9809  O51 1.428, C53 1.519, H56 1.096, H57 1.093
53 C -0.4124 -4.9353 1.2990  C52 1.519, O54 1.424, H58 1.096, H59 1.096
54 O 0.3985 -5.7895 2.0990  C53 1.424, H60 0.964
55 H 1.0715 -3.1537 2.7008  O51 0.964
56 H -1.0433 -3.7361 3.0043  C52 1.096
57 H -1.3965 -3.0620 1.3638  C52 1.093
58 H 0.1508 -4.6740 0.3961  C53 1.096
59 H -1.3180 -5.4354 0.9382  C53 1.096
60 H -0.0549 -5.8967 2.9435  O54 0.964
61 O 4.9159 2.3485 -1.0796  C62 1.441, H65 0.964
62 C 3.7978 2.4065 -1.9867  O61 1.441, C63 1.487, H66 1.090, H67 1.098
63 C 4.3063 2.4579 -3.3830  C62 1.487, O64 1.417, H68 1.105, H69 1.091
64 O 5.0221 1.2866 -3.7359  C63 1.417, H70 0.971
65 H 5.2480 3.2357 -0.9040  O61 0.964
66 H 3.2118 1.5278 -1.7177  C62 1.090
67 H 3.1617 3.2864 -1.8216  C62 1.098
68 H 4.9850 3.3297 -3.4119  C63 1.105
69 H 3.5836 2.7237 -4.1554  C63 1.091
70 H 5.4236 1.0439 -2.8853  O64 0.971
71 O -6.7912 0.9390 -3.1349  C72 1.454, H75 0.960
72 C -5.4713 1.0752 -3.7301  O71 1.454, C73 1.496, H76 1.105, H77 1.091
73 C -4.4689 0.4134 -2.8390  C72 1.496, O74 1.401, H78 1.099, H79 1.099
74 O -4.2957 1.1574 -1.6645  C73 1.401, H80 0.968
75 H -7.3947 1.5089 -3.6180  O71 0.960
76 H -5.5094 0.4599 -4.6466  C72 1.105
77 H -5.2396 2.1149 -3.9638  C72 1.091
78 H -3.5057 0.3567 -3.3662  C73 1.099
79 H -4.7897 -0.6258 -2.6838  C73 1.099
80 H -3.4480 0.9313 -1.2561  O74 0.968
81 C -2.9783 -0.8650 2.9881  O82 1.397, H83 1.096, H84 1.093, H85 1.093
82 O -2.7506 0.4515 3.3969  C81 1.397, H86 0.960
83 H -2.1208 -1.1751 2.3809  C81 1.096
84 H -2.9957 -1.5731 3.8204  C81 1.093
85 H -3.8422 -0.9951 2.3311  C81 1.093
86 H -3.1633 0.7007 4.2275  O82 0.960
87 C 2.3342 3.3702 3.0227  O88 1.404, H89 1.097, H90 1.097, H91 1.088
88 O 1.9960 2.2836 3.8449  C87 1.404, H92 0.968
89 H 2.9097 3.0289 2.1536  C87 1.097
90 H 1.4239 3.8610 2.6571  C87 1.097
91 H 2.9449 4.1010 3.5491  C87 1.088
92 H 1.2960 1.7511 3.4402  O88 0.968
93 C -3.8903 2.7800 1.0443  O94 1.449, H95 1.086, H96 1.095, H97 1.088
94 O -4.3138 2.9575 2.4189  C93 1.449, H98 0.961
95 H -4.4769 3.4861 0.4637  C93 1.086
96 H -2.8265 2.9967 0.8989  C93 1.095
97 H -4.0626 1.7419 0.7669  C93 1.088
98 H -3.9739 2.1609 2.8363  O94 0.961
99 C 0.0008 5.8231 0.7674  O100 1.436, H101 1.088, H102 1.092, H103 1.095
100 O 1.0396 6.6073 0.1608  C99 1.436, H104 0.959
101 H -0.1116 4.9032 0.1972  C99 1.088
102 H 0.1706 5.6242 1.8271  C99 1.092
103 H -0.9525 6.3616 0.7394  C99 1.095
104 H 0.6768 7.4837 0.0224  O100 0.959



no.,LUMO (eV),highest occupied orbital energy (eV),molecular weight (g/mol)
1,0.93,-8.911,112.18
2,0.08,-9.458,624.71